Run A
Here is a cluster of 2 separate species, C4H10NO in total from the Open Molecules 2025 dataset. Energies are from ωB97M-V with the def2-TZVPD basis set.

XYZ file:
```
16
Properties=species:S:1:pos:R:3
C -0.663 -1.926 1.758
C -1.841 -1.325 1.592
H -0.689 -2.993 1.948
H 0.277 -1.461 1.514
H -2.737 -1.927 1.666
H -1.922 -0.257 1.446
C 0.448 -0.137 -1.984
N 1.268 0.963 -1.456
C 0.572 1.618 -0.321
O 0.178 0.841 0.695
H -0.450 0.312 -2.416
H 0.136 -0.879 -1.245
H 0.988 -0.630 -2.791
H 2.129 0.587 -1.077
H -0.270 2.153 -0.786
H 1.275 2.391 0.030
```

## Properties
**2S+1**: 2
**Highest occupied orbital energy (spin up / spin down)**: -9.6 / -9.5 eV

Population analysis type Löwdin, resulting atomic charges in e: number 1, C, carries -0.083; number 2, C, carries -0.079; number 3, H, carries 0.042; number 4, H, carries 0.025; number 5, H, carries 0.042; number 6, H, carries 0.031; number 7, C, carries -0.134; number 8, N, carries -0.108; number 9, C, carries -0.362; number 10, O, carries 0.041; number 11, H, carries 0.078; number 12, H, carries 0.062; number 13, H, carries 0.075; number 14, H, carries 0.091; number 15, H, carries 0.138; number 16, H, carries 0.140

---

Run B
Here is the molecule C4H10NO from the Open Molecules 2025 dataset. Energies are from ωB97M-V with the def2-TZVPD basis set.

XYZ file:
```
16
Properties=species:S:1:pos:R:3
C 0.173 0.577 0.127
N 0.357 -0.885 0.182
C -0.518 -1.449 1.297
O -0.902 -0.634 2.280
C 0.736 1.270 -1.118
C 0.015 0.953 -2.403
H -0.876 0.912 0.134
H 0.598 0.920 1.075
H 1.267 -1.164 0.533
H -1.391 -1.894 0.785
H 0.076 -2.325 1.609
H 1.759 0.859 -1.192
H 0.890 2.330 -0.892
H 0.016 -0.118 -2.613
H -0.944 1.467 -2.365
H 0.418 1.403 -3.312
```

## Properties
**2S+1**: 2
**Highest occupied orbital energy (spin up / spin down)**: -9.4 / -9.4 eV

Population analysis type Löwdin, resulting atomic charges in e: number 1, C, carries -0.267; number 2, N, carries -0.046; number 3, C, carries -0.354; number 4, O, carries 0.047; number 5, C, carries -0.271; number 6, C, carries -0.122; number 7, H, carries 0.121; number 8, H, carries 0.107; number 9, H, carries 0.091; number 10, H, carries 0.142; number 11, H, carries 0.135; number 12, H, carries 0.102; number 13, H, carries 0.107; number 14, H, carries 0.074; number 15, H, carries 0.069; number 16, H, carries 0.065

---

Most stable structure - run B; separation to the second - 0.571 eV.